*A*
Formula: C22H29N3O5
Source: the OMol25 dataset
Level of theory: the ωB97M-V functional and the def2-TZVPD basis

Summary:
orbital gap = 8.51 eV
charge = 0

CARTESIAN COORDINATES (ANGSTROEM)
1 C -4.38 -1.64 -1.33
2 C -4.48 -0.32 -0.57
3 C -5.17 -0.53 0.78
4 C -5.22 0.73 -1.40
5 O -3.10 0.07 -0.37
6 C -2.80 1.19 0.32
7 O -3.61 1.99 0.75
8 N -1.47 1.32 0.48
9 C -0.91 2.49 1.13
10 C -0.08 3.30 0.14
11 C 0.98 2.44 -0.56
12 C 2.10 2.04 0.40
13 O 2.07 2.17 1.60
14 N 3.17 1.51 -0.25
15 C 4.33 1.00 0.44
16 C 4.02 -0.32 1.19
17 C 3.21 -1.27 0.37
18 C 3.43 -1.69 -0.91
19 N 2.42 -2.52 -1.32
20 C 1.52 -2.65 -0.30
21 C 0.33 -3.37 -0.23
22 C -0.39 -3.31 0.94
23 C 0.06 -2.55 2.03
24 C 1.24 -1.84 1.97
25 C 1.98 -1.88 0.79
26 C 5.43 0.81 -0.57
27 O 5.29 0.91 -1.76
28 O 6.60 0.51 0.00
29 C 0.32 1.19 -1.16
30 C -0.47 0.44 -0.09
31 H -5.38 -2.04 -1.53
32 H -3.82 -2.37 -0.75
33 H -3.87 -1.49 -2.28
34 H -5.23 0.41 1.32
35 H -6.18 -0.92 0.62
36 H -4.61 -1.25 1.38
37 H -5.26 1.67 -0.86
38 H -6.23 0.39 -1.61
39 H -4.70 0.88 -2.35
40 H -1.74 3.08 1.51
41 H -0.27 2.17 1.95
42 H 0.40 4.12 0.67
43 H -0.74 3.73 -0.62
44 H 1.44 3.02 -1.37
45 H 3.19 1.41 -1.25
46 H 4.66 1.73 1.19
47 H 3.46 -0.07 2.09
48 H 4.97 -0.77 1.49
49 H 4.23 -1.46 -1.58
50 H 2.35 -2.97 -2.21
51 H -0.02 -3.96 -1.07
52 H -1.32 -3.85 1.03
53 H -0.53 -2.53 2.93
54 H 1.57 -1.25 2.81
55 H 7.29 0.39 -0.67
56 H 1.07 0.52 -1.59
57 H -0.36 1.50 -1.96
58 H -0.96 -0.44 -0.51
59 H 0.20 0.12 0.71

Mulliken population analysis, charges in e, atoms 1 to 2:
1 C -1.67
2 C 1.49

---

*B*
Formula: C22H29N3O5
Source: the OMol25 dataset
Level of theory: the ωB97M-V functional and the def2-TZVPD basis

Summary:
orbital gap = 9.09 eV
charge = 0

CARTESIAN COORDINATES (ANGSTROEM)
1 C -1.64 -4.63 0.67
2 C -1.60 -3.33 -0.14
3 C -0.68 -2.34 0.50
4 N -1.13 -1.63 1.52
5 C -2.50 -1.38 1.88
6 C -3.08 -0.30 1.00
7 C -2.32 0.84 0.75
8 C -2.81 1.83 -0.09
9 O -2.14 2.96 -0.42
10 C -0.85 3.15 0.11
11 C -4.07 1.68 -0.68
12 C -4.83 0.56 -0.42
13 O -6.06 0.32 -0.94
14 C -6.63 1.28 -1.80
15 C -4.32 -0.45 0.41
16 C 0.65 -2.15 0.05
17 C 1.26 -3.07 -0.88
18 O 0.83 -4.15 -1.24
19 N 2.48 -2.65 -1.39
20 C 3.15 -1.48 -1.13
21 O 4.19 -1.22 -1.70
22 N 2.56 -0.67 -0.19
23 C 3.21 0.61 0.14
24 C 3.32 1.52 -1.08
25 C 3.67 2.94 -0.63
26 C 4.61 2.92 0.59
27 C 5.46 1.65 0.59
28 C 4.58 0.41 0.79
29 C 1.38 -0.98 0.48
30 O 0.99 -0.22 1.37
31 H -1.89 -4.44 1.71
32 H -2.38 -5.30 0.25
33 H -0.67 -5.11 0.62
34 H -2.60 -2.89 -0.21
35 H -1.26 -3.56 -1.15
36 H -0.45 -0.94 1.86
37 H -3.10 -2.29 1.82
38 H -2.50 -1.05 2.92
39 H -1.36 0.95 1.22
40 H -0.49 4.09 -0.32
41 H -0.17 2.34 -0.17
42 H -0.87 3.24 1.20
43 H -4.41 2.47 -1.33
44 H -7.60 0.88 -2.09
45 H -6.02 1.42 -2.70
46 H -6.76 2.24 -1.30
47 H -4.93 -1.32 0.59
48 H 2.92 -3.27 -2.05
49 H 2.53 1.09 0.86
50 H 4.08 1.13 -1.75
51 H 2.37 1.53 -1.63
52 H 4.15 3.46 -1.45
53 H 2.77 3.49 -0.37
54 H 5.25 3.80 0.58
55 H 4.02 2.95 1.51
56 H 5.99 1.58 -0.36
57 H 6.21 1.70 1.38
58 H 5.07 -0.45 0.35
59 H 4.44 0.22 1.86

Mulliken population analysis, charges in e, atoms 1 to 2:
1 C -1.23
2 C -0.89

---

Energies relative to the most stable structure are *A* 0.0000; *B* 0.0413, reported in hartree.

---

*A*
Formula: C18H24N2O4
Source: the OMol25 dataset
Level of theory: the ωB97M-V functional and the def2-TZVPD basis

Summary:
orbital gap = 7.79 eV
charge = 0

CARTESIAN COORDINATES (ANGSTROEM)
1 C 0.21 -1.83 -6.42
2 N -0.24 -0.91 -5.40
3 C 0.36 -0.74 -4.18
4 O 1.22 -1.48 -3.83
5 O -0.42 0.12 -3.40
6 C 0.14 0.36 -2.12
7 C -0.85 1.18 -1.35
8 C -0.60 1.20 0.27
9 C -1.07 2.58 0.78
10 C 1.00 1.12 0.40
11 C 1.96 1.16 -0.66
12 C 1.51 1.06 -2.06
13 O 2.62 0.31 -2.75
14 C 1.57 0.83 1.77
15 C 0.79 0.17 2.67
16 C -0.50 -0.43 2.24
17 C -0.65 -1.42 3.19
18 C -1.66 -2.46 2.98
19 C 0.26 -1.32 4.23
20 O 0.19 -1.95 5.23
21 N 1.22 -0.34 3.92
22 C 2.13 0.26 4.80
23 C -1.26 -0.03 1.05
24 C -2.60 0.29 1.44
25 H -0.17 -2.89 -6.42
26 H 1.26 -1.73 -6.60
27 H -0.10 -1.31 -7.37
28 H -1.25 -0.62 -5.44
29 H 0.38 -0.59 -1.53
30 H -0.71 2.23 -1.60
31 H -1.96 0.93 -1.54
32 H -1.19 2.60 1.83
33 H -2.01 2.77 0.42
34 H -0.36 3.45 0.42
35 H 3.00 1.39 -0.68
36 H 1.40 2.02 -2.53
37 H 2.21 -0.50 -3.21
38 H 2.55 1.17 2.12
39 H -1.80 -2.48 1.93
40 H -1.19 -3.41 3.28
41 H -2.53 -2.30 3.54
42 H 1.80 0.96 5.50
43 H 2.87 0.83 4.29
44 H 2.65 -0.47 5.46
45 H -1.25 -0.91 0.41
46 H -3.14 0.90 0.77
47 H -2.61 0.82 2.43
48 H -3.19 -0.61 1.72

Mulliken population analysis, charges in e, atoms 1 to 2:
1 C -0.92
2 N -0.18

---

*B*
Formula: C18H24N2O4
Source: the OMol25 dataset
Level of theory: the ωB97M-V functional and the def2-TZVPD basis

Summary:
orbital gap = 9.30 eV
charge = 0

CARTESIAN COORDINATES (ANGSTROEM)
1 C -0.15 -0.78 3.80
2 C -0.50 -2.26 3.91
3 C 0.33 -3.17 3.00
4 C 1.83 -3.18 3.28
5 C 2.65 -2.17 2.47
6 C 2.59 -2.42 0.96
7 C 1.43 -1.70 0.32
8 O 1.05 -0.58 0.63
9 N 0.77 -2.35 -0.68
10 O 1.19 -3.57 -1.18
11 C -0.31 -1.68 -1.36
12 C -1.60 -1.57 -0.55
13 C -1.95 -0.09 -0.57
14 O -2.94 0.42 -0.12
15 N -0.92 0.59 -1.20
16 C -0.85 2.01 -1.28
17 C 0.29 2.66 -0.85
18 C 0.36 4.04 -0.94
19 C -0.71 4.78 -1.43
20 C -0.62 6.27 -1.50
21 C -1.85 4.10 -1.85
22 C -1.93 2.72 -1.77
23 C 0.09 -0.22 -1.65
24 O 1.08 0.11 -2.24
25 H 0.82 -0.57 4.26
26 H -0.89 -0.18 4.32
27 H -0.12 -0.46 2.76
28 H -0.37 -2.58 4.95
29 H -1.55 -2.39 3.66
30 H 0.15 -2.88 1.96
31 H -0.06 -4.19 3.12
32 H 2.00 -2.99 4.34
33 H 2.22 -4.17 3.06
34 H 2.31 -1.15 2.66
35 H 3.69 -2.24 2.80
36 H 3.49 -2.03 0.49
37 H 2.52 -3.49 0.75
38 H 1.85 -3.42 -1.87
39 H -0.46 -2.20 -2.31
40 H -2.43 -2.15 -0.96
41 H -1.45 -1.87 0.48
42 H 1.11 2.08 -0.45
43 H 1.25 4.55 -0.61
44 H -1.40 6.68 -2.15
45 H 0.35 6.58 -1.88
46 H -0.75 6.70 -0.51
47 H -2.69 4.66 -2.23
48 H -2.82 2.21 -2.09

Mulliken population analysis, charges in e, atoms 1 to 2:
1 C -0.90
2 C -0.66

---

Energies relative to the most stable structure are *A* 0.1092; *B* 0.0000, reported in hartree.

---

*A*
Formula: C7H11N3O4
Source: the OMol25 dataset
Level of theory: the ωB97M-V functional and the def2-TZVPD basis

Summary:
orbital gap = 9.10 eV
charge = 0

CARTESIAN COORDINATES (ANGSTROEM)
1 C -4.62 -0.54 -0.69
2 O -3.41 0.08 -0.38
3 C -2.61 -0.67 0.51
4 C -1.29 0.09 0.72
5 O -1.52 1.34 1.30
6 C -0.57 0.24 -0.64
7 N 0.78 0.70 -0.44
8 C 1.17 1.99 -0.47
9 C 2.52 2.01 -0.18
10 N 2.96 0.76 0.03
11 C 1.90 -0.01 -0.12
12 N 1.95 -1.42 0.02
13 O 3.03 -1.92 0.19
14 O 0.89 -2.03 -0.03
15 H -4.46 -1.51 -1.17
16 H -5.23 -0.69 0.21
17 H -5.15 0.12 -1.37
18 H -2.40 -1.67 0.10
19 H -3.12 -0.79 1.48
20 H -0.66 -0.47 1.41
21 H -2.28 1.74 0.86
22 H -0.55 -0.73 -1.14
23 H -1.10 0.97 -1.25
24 H 0.49 2.79 -0.69
25 H 3.19 2.84 -0.11

Mulliken population analysis, charges in e, atoms 1 to 2:
1 C -0.76
2 O -0.30

---

*B*
Formula: C7H11N3O4
Source: the OMol25 dataset
Level of theory: the ωB97M-V functional and the def2-TZVPD basis

Summary:
orbital gap = 7.83 eV
charge = 0

CARTESIAN COORDINATES (ANGSTROEM)
1 O -0.46 3.93 0.46
2 C -0.57 2.82 0.96
3 C -1.61 2.39 1.97
4 N -1.24 1.05 2.20
5 C -0.22 0.53 1.51
6 O 0.27 -0.62 1.68
7 C 0.27 1.62 0.60
8 C 1.09 1.70 -0.55
9 N 1.85 0.85 -1.21
10 C 2.02 -0.58 -0.98
11 C 0.99 -1.34 -1.74
12 O -0.23 -1.25 -1.12
13 H -1.34 2.93 2.88
14 H -2.64 2.51 1.63
15 H -1.80 0.37 2.66
16 H 1.03 2.73 -0.98
17 H 2.40 1.15 -2.02
18 H 3.05 -0.82 -1.35
19 H 1.70 -0.79 0.02
20 H 1.38 -2.40 -1.84
21 H 0.90 -1.00 -2.71
22 H -0.31 -1.83 -0.31
23 N -2.30 -4.88 -0.25
24 O -1.19 -4.82 -0.76
25 H -3.05 -4.23 -0.72

Mulliken population analysis, charges in e, atoms 1 to 2:
1 O -0.66
2 C 0.11

---

Energies relative to the most stable structure are *A* 0.0000; *B* 0.0037, reported in hartree.

---

*A*
Formula: C2H5NO2
Source: the OMol25 dataset
Level of theory: the ωB97M-V functional and the def2-TZVPD basis

Summary:
orbital gap (spin up / spin down) = 8.72 / 8.98 eV
charge = 0

CARTESIAN COORDINATES (ANGSTROEM)
1 C -1.27 -0.16 0.14
2 C 1.55 0.43 -0.40
3 N -1.87 1.08 0.01
4 O -2.08 0.00 -0.97
5 O -1.50 -1.17 1.01
6 H 1.56 0.63 0.67
7 H 1.33 1.06 -1.20
8 H 2.13 -0.31 -0.85
9 H -2.63 1.21 0.69
10 H -1.72 -1.01 1.93

Mulliken population analysis, charges in e, atoms 1 to 2:
1 C 0.54
2 C -0.98

---

*B*
Formula: C2H5NO2
Source: the OMol25 dataset
Level of theory: the ωB97M-V functional and the def2-TZVPD basis

Summary:
orbital gap = 7.09 eV
charge = 0

CARTESIAN COORDINATES (ANGSTROEM)
1 C 0.36 -0.36 1.99
2 N 0.04 0.18 0.86
3 H 1.29 -0.84 2.23
4 H -0.19 -0.09 2.88
5 H -0.92 0.47 0.69
6 H 0.59 -0.11 0.02
7 O -1.32 0.09 -1.49
8 C -0.29 0.21 -2.17
9 O 0.89 0.00 -1.77
10 H -0.46 0.44 -3.25

Mulliken population analysis, charges in e, atoms 1 to 2:
1 C -0.12
2 N -0.08

---

*C*
Formula: C2H5NO2
Source: the OMol25 dataset
Level of theory: the ωB97M-V functional and the def2-TZVPD basis

Summary:
orbital gap = 10.59 eV
charge = 0

CARTESIAN COORDINATES (ANGSTROEM)
1 C 0.49 1.12 1.48
2 N 0.01 0.90 0.17
3 C -0.24 -0.33 -0.48
4 O -1.33 -0.86 -0.68
5 O 0.92 -0.95 -0.76
6 H 0.00 1.80 2.09
7 H 0.61 0.29 2.13
8 H 1.50 1.65 1.44
9 H -0.89 1.33 0.04
10 H 0.46 -1.60 -1.43

Mulliken population analysis, charges in e, atoms 1 to 2:
1 C -0.86
2 N -0.27

---

Energies relative to the most stable structure are *A* 0.2450; *B* 0.0431; *C* 0.0000, reported in hartree.